(1)
Entry from the OMol25 dataset: an isolated ion of composition C6H12N and charge +1 (the ωB97M-V functional and the def2-TZVPD basis).

Values from the calculation:
* LUMO level: -3.8 eV

```
! wB97M-V def2-TZVPD RIJCOSX def2/J DEFGRID3
* xyz 1 1
C -2.152 -0.743 -0.379
C -1.065 -0.432 0.747
C 0.085 0.544 0.152
C -0.262 1.943 -0.246
N 1.241 0.016 0.050
C 1.820 -1.279 0.346
C 2.613 -0.142 -0.104
H -1.833 -1.678 -0.930
H -2.344 0.168 -0.900
H -3.053 -0.905 0.209
H -1.454 0.206 1.515
H -0.594 -1.353 1.262
H -1.212 2.042 0.099
H -0.374 1.747 -1.336
H 0.520 2.637 -0.161
H 1.832 -2.138 -0.311
H 1.966 -1.605 1.366
H 3.154 0.608 0.582
H 2.920 -0.123 -1.097
*
```

Here are the Mulliken charges for atoms 1 to 4, given in e: atom 1 (C): -0.97, atom 2 (C): -0.64, atom 3 (C): 0.67, atom 4 (C): -1.46

(2)
Entry from the OMol25 dataset: C42H53InN8O4S4 as an isolated structure (the ωB97M-V functional and the def2-TZVPD basis).

Values from the calculation:
* LUMO level: 3.8 eV

```
! wB97M-V def2-TZVPD RIJCOSX def2/J DEFGRID3
* xyz -2 1
In 0.271 -0.069 -0.099
O 4.292 0.732 0.796
C 3.217 1.248 0.502
O 2.383 0.820 -0.359
C 2.834 2.560 1.155
C 3.724 3.624 1.105
C 3.402 4.854 1.655
C 2.174 5.014 2.282
C 1.284 3.958 2.345
C 1.594 2.720 1.780
S 0.431 1.409 1.980
H 4.684 3.464 0.631
H 4.102 5.679 1.596
H 1.901 5.972 2.711
H 0.318 4.085 2.813
N 0.707 3.978 -2.407
N 0.390 3.417 -1.115
H 0.844 3.221 -3.085
H 1.609 4.440 -2.300
H 0.972 2.586 -0.979
H -0.572 3.096 -1.161
C -2.289 -1.236 4.653
C -0.850 -0.730 4.643
N 0.133 -1.739 4.287
C 0.753 -2.486 5.366
C -0.009 -3.738 5.804
C 0.329 -2.043 2.959
C 1.376 -3.056 2.602
N -0.323 -1.483 2.017
H -2.974 -0.428 4.911
H -2.419 -2.039 5.377
H -2.576 -1.614 3.672
H -0.580 -0.350 5.634
H -0.746 0.114 3.955
H 0.843 -1.805 6.217
H 1.768 -2.756 5.082
H -0.934 -3.483 6.316
H 0.600 -4.334 6.483
H -0.263 -4.354 4.944
H 1.156 -4.030 3.036
H 2.362 -2.739 2.940
H 1.409 -3.155 1.520
H -0.994 -0.801 2.360
C 3.729 -4.729 -6.146
C 3.925 -3.227 -5.975
N 2.715 -2.561 -5.541
C 2.097 -1.688 -6.516
C 1.367 -2.440 -7.624
C 2.584 -2.378 -4.154
O 3.523 -2.690 -3.432
C 1.328 -1.839 -3.655
C 0.126 -2.095 -4.244
C -1.028 -1.419 -3.815
C -0.840 -0.363 -2.938
N 0.301 -0.016 -2.365
C 1.336 -1.057 -2.367
H 4.652 -5.206 -6.479
H 2.943 -4.947 -6.870
H 3.442 -5.166 -5.191
H 4.250 -2.773 -6.917
H 4.701 -3.052 -5.222
H 2.878 -1.062 -6.976
H 1.411 -1.019 -5.998
H 2.059 -3.034 -8.223
H 0.863 -1.738 -8.289
H 0.621 -3.112 -7.204
H 0.066 -2.789 -5.076
H -2.005 -1.612 -4.234
H -1.688 0.267 -2.701
H 2.313 -0.581 -2.239
O -1.888 0.181 -0.204
C -3.132 0.691 -0.101
C -4.098 -0.129 -0.957
C -4.198 -1.487 -0.950
C -5.211 -1.976 -1.811
C -5.879 -0.976 -2.451
S -5.262 0.562 -2.023
C -3.658 0.625 1.337
C -2.975 0.912 2.477
C -3.798 0.912 3.633
C -5.098 0.623 3.350
S -5.326 0.343 1.674
C -3.225 2.164 -0.536
C -3.566 3.259 0.205
C -3.484 4.478 -0.514
C -3.092 4.294 -1.801
S -2.817 2.644 -2.145
H -3.551 -2.120 -0.371
H -5.417 -3.024 -1.951
H -6.674 -1.058 -3.169
H -1.928 1.177 2.468
H -3.435 1.131 4.626
H -5.925 0.539 4.031
H -3.842 3.200 1.243
H -3.680 5.445 -0.080
H -2.898 5.033 -2.554
N 0.977 -1.852 -1.187
C 1.965 -2.746 -0.742
C 3.208 -2.350 -0.238
C 4.101 -3.287 0.250
C 3.794 -4.642 0.240
C 2.579 -5.052 -0.286
C 1.683 -4.115 -0.777
H 3.457 -1.300 -0.200
H 5.046 -2.947 0.653
H 4.499 -5.368 0.624
H 2.330 -6.106 -0.324
H 0.741 -4.424 -1.210
N -1.776 -3.466 -0.118
H -1.677 -3.073 -1.051
H -0.933 -4.021 0.003
H -1.618 -2.667 0.494
*
```

Here are the Mulliken charges for atoms 1 to 4, given in e: atom 1 (In): 2.37, atom 2 (O): -0.77, atom 3 (C): -0.04, atom 4 (O): -0.38

(3)
Entry from the OMol25 dataset: a 2-piece molecular cluster, C9H20N2O5S overall (the ωB97M-V functional and the def2-TZVPD basis).

Values from the calculation:
* LUMO level: 0.5 eV

```
! wB97M-V def2-TZVPD RIJCOSX def2/J DEFGRID3
* xyz 0 1
N 3.205 -0.699 3.601
C 3.319 -0.543 2.149
N 3.180 0.859 1.751
C 1.899 1.173 1.141
C 0.805 1.239 2.170
O -0.371 1.694 1.517
C -1.579 1.374 2.156
C -1.954 -0.113 2.111
S -1.366 -0.972 0.665
O -0.258 -1.776 1.079
O -2.450 -1.724 0.117
H 2.419 -1.286 3.847
H 3.037 0.223 3.980
H 4.274 -0.914 1.808
H 2.566 -1.140 1.652
H 3.933 1.111 1.131
H 1.960 2.163 0.707
H 1.632 0.489 0.346
H 0.682 0.253 2.604
H 1.123 1.918 2.954
H -2.345 1.926 1.637
H -1.606 1.704 3.189
H -1.497 -0.636 2.931
H -3.018 -0.241 2.155
H -0.853 -0.101 -0.242
O 0.484 0.172 -2.231
C -0.386 -0.025 -3.032
C -1.151 -1.317 -3.238
C -1.812 -1.100 -4.598
C -1.964 0.416 -4.628
O -0.848 0.924 -3.869
H -1.886 -1.415 -2.435
H -0.478 -2.169 -3.228
H -2.754 -1.628 -4.727
H -1.136 -1.420 -5.391
H -2.885 0.750 -4.146
H -1.921 0.831 -5.631
*
```

Here are the Mulliken charges for atoms 1 to 4, given in e: atom 1 (N): -0.68, atom 2 (C): -0.37, atom 3 (N): -0.45, atom 4 (C): -0.87

| no. | frontier orbital gap (eV) |
| --- | --- |
| 1 | 12.12 |
| 2 | 5.36 |
| 3 | 9.37 |